No. 1
ORCA calculation (wB97M-V/def2-TZVPD) on C56H49BrN6O4PS2SbY as an isolated structure.

Element x y z (Å)
Y  -0.3595  0.3881  -0.2194
O  1.0417  -2.4406  2.8443
C  0.5229  -3.6566  2.5494
C  0.7406  -4.7138  3.4293
C  0.2234  -5.9646  3.1512
C  -0.5081  -6.1816  1.9898
C  -0.7178  -5.1238  1.1220
C  -0.2157  -3.8536  1.3812
C  -0.5466  -2.7061  0.4447
O  0.2146  -1.5732  0.6288
N  -1.9676  -2.4064  0.6178
N  -2.4154  -1.2570  0.0878
C  -3.6524  -0.9599  0.2522
C  -4.2692  0.2239  -0.3238
Br  -3.1202  1.3586  -1.2899
C  -5.5733  0.4775  -0.2112
C  -6.2881  1.6269  -0.8012
C  -6.6676  2.6969  0.0025
C  -7.3359  3.7770  -0.5514
C  -7.6330  3.7916  -1.9059
C  -7.2603  2.7231  -2.7079
C  -6.5897  1.6425  -2.1594
H  0.7721  -1.8826  2.0608
H  1.3148  -4.5263  4.3259
H  0.3926  -6.7760  3.8453
H  -0.9122  -7.1582  1.7689
H  -1.3009  -5.2798  0.2204
H  -0.4271  -3.0507  -0.6004
H  -2.5121  -2.8685  1.3332
H  -4.3165  -1.6244  0.8047
H  -6.1507  -0.2419  0.3613
H  -6.4274  2.6849  1.0572
H  -7.6262  4.6088  0.0771
H  -8.1569  4.6340  -2.3343
H  -7.4919  2.7316  -3.7644
H  -6.2936  0.8101  -2.7834
O  1.7713  2.3827  -2.4492
C  0.8337  2.8423  -1.8294
O  -0.2199  2.1829  -1.4383
C  0.8825  4.2682  -1.3387
C  1.3994  5.2393  -2.1874
C  1.5161  6.5504  -1.7647
C  1.1508  6.8964  -0.4688
C  0.6642  5.9256  0.3880
C  0.5140  4.6052  -0.0364
P  -0.1622  3.3580  1.1229
C  0.7456  3.7972  2.6471
C  0.1801  3.9711  3.9030
C  0.9847  4.1559  5.0208
C  2.3646  4.1696  4.9014
C  2.9398  4.0114  3.6470
C  2.1379  3.8241  2.5363
C  -1.8860  3.9542  1.2976
C  -2.4376  4.7662  0.3060
C  -3.7558  5.1843  0.3802
C  -4.5491  4.8070  1.4508
C  -4.0246  3.9729  2.4272
C  -2.7118  3.5369  2.3426
H  1.7119  4.9511  -3.1810
H  1.9012  7.3045  -2.4365
H  1.2486  7.9173  -0.1282
H  0.3913  6.1956  1.4013
H  -0.8924  3.9848  4.0290
H  0.5238  4.2999  5.9891
H  2.9842  4.3173  5.7730
H  4.0153  4.0509  3.5318
H  2.6075  3.7422  1.5583
H  -1.8370  5.0791  -0.5364
H  -4.1594  5.8121  -0.4028
H  -5.5707  5.1546  1.5203
H  -4.6368  3.6544  3.2602
H  -2.3443  2.8504  3.0913
C  4.0907  0.3672  3.1494
C  2.6562  0.3869  3.5030
N  2.1623  0.3228  4.6956
N  0.8162  0.3533  4.5144
C  0.4455  0.4322  3.2336
S  -1.1261  0.4694  2.6364
N  1.6444  0.4613  2.5704
N  1.7971  0.5371  1.1874
H  4.6707  0.5178  4.0563
H  4.3345  1.1601  2.4417
H  4.3687  -0.5915  2.7091
H  0.1920  0.2968  5.3022
H  2.3661  1.3511  0.9584
H  2.2298  -0.3188  0.8387
S  1.2830  -0.5188  -2.2322
Sb  1.9212  -2.6802  -2.6375
C  3.7030  -2.4918  -3.7287
C  3.8947  -2.8420  -5.0582
C  5.1043  -2.5736  -5.6823
C  6.1273  -1.9527  -4.9858
C  5.9461  -1.6058  -3.6567
C  4.7385  -1.8701  -3.0326
C  2.5164  -3.8084  -0.9914
C  2.3443  -5.1864  -0.9676
C  2.8445  -5.9236  0.0959
C  3.5289  -5.2907  1.1182
C  3.7146  -3.9168  1.0896
C  3.2026  -3.1771  0.0395
C  0.5193  -3.8027  -3.7118
C  0.4129  -3.7146  -5.0958
C  -0.5748  -4.4177  -5.7679
C  -1.4693  -5.2084  -5.0644
C  -1.3761  -5.2958  -3.6848
C  -0.3894  -4.5945  -3.0112
H  3.1274  -3.3518  -5.6256
H  5.2438  -2.8536  -6.7166
H  7.0662  -1.7404  -5.4770
H  6.7428  -1.1252  -3.1065
H  4.6147  -1.5829  -1.9950
H  1.8238  -5.6958  -1.7679
H  2.6985  -6.9938  0.1240
H  3.9142  -5.8682  1.9464
H  4.2351  -3.4238  1.8986
H  3.3275  -2.1002  0.0315
H  1.0723  -3.0758  -5.6708
H  -0.6474  -4.3394  -6.8431
H  -2.2393  -5.7533  -5.5916
H  -2.0693  -5.9142  -3.1316
H  -0.3179  -4.7012  -1.9366

- HOMO (eV) = -9.979
- E_tot (hartree) = -6783.1533
- ΔE to the lowest compared entry with this formula, charge and spin (kcal/mol) = 15.58
- charge = +1
- frontier orbital gap (Ha) = 0.2916

No. 2
ORCA calculation (wB97M-V/def2-TZVPD) on C38H28BaBrClF2IN6O3S as an isolated structure.

Element x y z (Å)
Ba  -0.8408  -1.3982  -0.3257
O  3.7976  -2.1906  0.0953
C  4.1698  -2.3615  1.3182
C  5.5372  -2.6922  1.5021
C  6.0982  -2.9362  2.7214
C  5.2687  -2.7761  3.8504
C  3.8933  -2.5263  3.7371
C  3.3206  -2.2809  2.4898
C  1.8432  -2.3250  2.1930
O  1.5306  -2.0411  0.8277
N  1.2838  -1.3042  3.1083
N  -0.0633  -1.5451  3.3962
C  -0.7855  -0.4596  3.2288
C  -0.4416  0.9336  2.9845
Br  -1.6896  1.7110  1.7036
C  0.3599  1.6640  3.7794
C  0.7270  3.0547  3.6121
C  2.0885  3.2634  3.4370
C  2.5432  4.5752  3.2311
C  1.6795  5.6800  3.2337
C  0.3221  5.4250  3.4250
C  -0.1714  4.1335  3.5704
H  2.6124  -2.0539  0.2560
H  6.0766  -2.8552  0.5936
H  7.1215  -3.3181  2.7707
H  5.6797  -2.7633  4.8668
H  3.2024  -2.6491  4.5923
H  1.4125  -3.2949  2.5106
H  1.8552  -1.2971  3.9664
H  -1.8713  -0.6557  3.1404
H  0.8519  1.1709  4.6623
H  2.7828  2.3960  3.4356
H  3.6151  4.7270  3.0811
H  2.0596  6.6865  3.1861
H  -0.4293  6.2104  3.4831
H  -1.2511  3.9235  3.6174
Cl  -8.1370  -4.0315  0.4449
C  -6.4834  -3.6146  0.6116
C  -5.6235  -4.4656  1.2507
C  -4.2150  -4.2705  1.3714
I  -3.3924  -5.9055  2.3285
C  -3.5727  -3.1255  0.8054
O  -2.3161  -2.7827  0.9452
C  -4.4946  -2.2232  0.1596
N  -3.8645  -1.1208  -0.3537
C  -4.6219  -0.2330  -0.9452
C  -6.0034  -0.4024  -1.1857
C  -6.6745  -1.4950  -0.7249
C  -5.9263  -2.4553  -0.0112
H  -6.0490  -5.3471  1.7547
H  -4.1087  0.6506  -1.2817
H  -6.4900  0.3733  -1.7631
H  -7.7364  -1.6311  -0.9148
N  0.8421  2.1446  -3.9646
C  1.6934  3.0852  -3.3150
C  2.2732  4.1436  -4.0259
C  3.2797  4.9438  -3.4796
C  3.6797  4.7249  -2.1588
C  3.0540  3.7231  -1.3801
C  2.0689  2.8986  -1.9632
S  1.5002  1.5280  -1.1322
N  0.4298  0.7728  -2.1079
C  0.1526  1.1563  -3.3326
C  -0.9313  0.4700  -4.0802
C  -1.4875  1.0578  -5.2527
C  -2.2026  0.2611  -6.1036
C  -2.5477  -1.0252  -5.7103
C  -2.1401  -1.4536  -4.4235
N  -1.3944  -0.7145  -3.6097
H  0.5982  2.3559  -4.9205
H  1.8770  4.2849  -5.0343
H  3.7998  5.6791  -4.0759
H  4.4901  5.2361  -1.6982
H  3.3413  3.6729  -0.3287
H  -1.4255  2.1375  -5.4163
H  -2.4241  0.6544  -7.0897
H  -3.1484  -1.6796  -6.2934
H  -2.4225  -2.4297  -4.0039
F  0.8872  -3.6195  -3.4160
C  0.4683  -3.4998  -2.1236
F  -0.1930  -4.7139  -1.8533
H  1.4017  -3.5451  -1.4801

- HOMO (eV) = -2.862
- E_tot (hartree) = -5974.4123
- ΔE to the lowest compared entry with this formula, charge and spin (kcal/mol) = 0.00
- charge = -1
- frontier orbital gap (Ha) = 0.1513

No. 3
ORCA calculation (wB97M-V/def2-TZVPD) on an isolated molecule of C4H5Cl3N4O2.

Element x y z (Å)
C  0.0711  -1.2330  -1.0085
C  -0.0502  0.7546  0.5073
C  2.2286  1.0528  0.0694
C  -1.4434  1.2849  0.1440
N  0.8911  -0.2820  -1.3177
N  -0.6349  -1.1824  0.1092
N  0.9769  0.6436  -0.3350
N  -1.2143  -2.4146  0.4283
O  -1.8555  -3.0029  -0.4523
O  -1.1718  -2.7668  1.5904
Cl  -1.4001  2.9676  0.6921
Cl  -1.7076  1.3416  -1.5929
Cl  -2.7463  0.3314  1.0386
H  -0.0192  -2.1353  -1.6504
H  0.3694  1.1496  1.4554
H  2.8519  1.1028  -0.7961
H  2.2663  2.0213  0.4226
H  2.5879  0.3670  0.6957

- HOMO (eV) = -9.336
- E_tot (hartree) = -1905.2594
- ΔE to the lowest compared entry with this formula, charge and spin (kcal/mol) = 19.31
- charge = 0
- frontier orbital gap (Ha) = 0.3180

No. 4
ORCA calculation (wB97M-V/def2-TZVPD) on C4H5AuLiO3 as an isolated structure.

Element x y z (Å)
Au  0.8551  2.3867  0.6315
O  1.1555  0.3594  -0.1016
C  2.3526  -0.4392  -0.2057
H  2.4387  -1.0822  0.6763
H  2.3048  -1.0379  -1.1207
H  3.1783  0.2746  -0.2487
C  -2.4345  0.3121  -0.2758
C  -1.1944  0.7023  0.0996
O  -0.8411  1.7650  0.7582
C  -0.0053  -0.2573  0.0137
O  -0.1309  -1.4707  -0.0007
Li  -1.8390  -1.9110  0.7889
H  -2.5676  -0.5999  -0.8620
H  -3.2720  0.9980  -0.1529

- HOMO (spin up / spin down) (eV) = -15.966 / -20.528
- E_tot (hartree) = -523.4925
- charge = +2
- spin multiplicity = 4
- frontier orbital gap (spin up / spin down) (Ha) = 0.2342 / 0.2844

No. 5
ORCA calculation (wB97M-V/def2-TZVPD) on an isolated molecule of C20H22O6.

Element x y z (Å)
O  -0.0208  -3.4473  -1.7141
O  1.9511  2.0900  5.5676
O  4.3267  1.1678  3.5177
C  -2.7323  0.0668  -6.9489
C  -3.3945  -0.4714  -6.1947
O  1.9007  3.4685  3.6573
O  3.5782  2.1896  1.6983
O  -1.9081  -3.0588  -0.6046
C  -0.6466  -2.8509  -0.8525
C  2.2366  3.1661  4.9814
C  4.4886  1.5336  2.3885
C  0.0498  -1.6959  -0.2867
C  -0.4473  -0.9099  0.8225
C  0.0432  2.0931  3.1491
C  -0.3861  1.0030  2.4263
C  1.6458  0.5987  1.3390
C  1.4136  2.4669  2.8987
C  2.2408  1.6850  1.9860
C  0.3205  0.1946  1.4756
C  3.1179  4.2233  5.6991
C  5.8734  1.3641  1.6952
C  -4.0810  -1.2260  -5.1385
C  -2.6696  -3.8822  -1.4873
C  -3.1620  -0.8885  -3.8803
C  -2.7789  -3.2124  -2.8920
C  -3.4308  -1.8167  -2.7156
H  -2.3013  0.6253  -7.7378
H  1.0322  -1.4256  -0.5687
H  -1.4872  -1.1244  0.9230
H  -0.6321  2.6325  3.7958
H  -1.4020  0.7169  2.5393
H  2.3325  0.1371  0.5688
H  4.0945  3.8163  5.5039
H  2.7463  4.4439  6.7402
H  3.0281  5.1302  5.1610
H  6.5388  1.3262  2.5506
H  6.1622  2.2717  1.1421
H  5.9018  0.4741  1.1148
H  -5.1379  -0.8493  -5.1030
H  -4.3250  -2.1768  -5.5132
H  -3.6261  -4.0089  -1.0696
H  -2.1320  -4.8971  -1.5251
H  -3.3915  0.0824  -3.5711
H  -2.0810  -0.8359  -4.0520
H  -1.7201  -3.2470  -3.3663
H  -3.4444  -3.7798  -3.5703
H  -4.5772  -1.8921  -2.6775
H  -3.1076  -1.2709  -1.8720

- SMILES = C#CCCCCCOC(=O)/C=C/c1ccc(OC(C)=O)c(OC(C)=O)c1
- HOMO (eV) = -8.742
- E_tot (hartree) = -1226.5754
- ΔE to the lowest compared entry with this formula, charge and spin (kcal/mol) = 97.10
- charge = 0
- frontier orbital gap (Ha) = 0.3021

No. 6
ORCA calculation (wB97M-V/def2-TZVPD) on a 5-piece molecular cluster, C27H31NO16 overall.

Element x y z (Å)
O  -0.8938  0.4471  1.3870
N  0.0444  1.1652  1.5996
O  -0.4211  2.3262  2.1601
C  0.5696  2.7910  3.1524
C  0.6676  1.6922  4.3288
C  1.9959  1.1988  4.9521
C  2.0547  0.1059  6.0863
C  0.6898  -0.4686  6.5429
C  -0.6859  -0.0053  5.9245
C  -0.6936  1.0753  4.8258
C  -2.0183  -0.7339  6.4719
O  -3.1200  -0.1382  6.6034
C  -1.8118  -2.2939  6.8392
C  -0.5640  -2.7097  7.4096
C  0.6029  -1.6215  7.6703
O  1.3431  -1.6579  8.6801
H  0.2913  3.8162  3.5640
H  1.5836  2.8113  2.6185
H  2.9680  1.6360  4.5532
H  3.0668  -0.2468  6.5059
H  -1.6808  1.4123  4.3432
H  -2.6202  -3.0823  6.6462
H  -0.4124  -3.8270  7.6355
C  -0.3511  -0.0897  -3.4182
C  0.5054  -1.2549  -2.9687
C  0.2719  -1.6552  -1.5426
O  1.5333  -2.1917  -1.1590
C  2.4699  -1.5844  -1.9419
O  3.6514  -1.6448  -1.7540
O  1.8857  -0.8939  -2.9613
H  -0.0443  0.8384  -2.9284
H  -0.2325  0.0708  -4.4917
H  -1.4086  -0.2696  -3.2122
H  0.3756  -2.1037  -3.6484
H  -0.5122  -2.4096  -1.4501
H  0.0357  -0.8138  -0.8838
C  -3.5916  7.1355  0.6603
C  -2.7340  5.9712  1.1109
C  -2.9555  5.5828  2.5435
O  -1.6916  5.0475  2.9166
C  -0.7617  5.6451  2.1204
O  0.4227  5.5824  2.2977
O  -1.3530  6.3281  1.1024
H  -3.2771  8.0660  1.1403
H  -3.4831  7.2878  -0.4167
H  -4.6477  6.9599  0.8781
H  -2.8723  5.1174  0.4395
H  -3.7399  4.8314  2.6514
H  -3.1829  6.4306  3.1972
C  2.3357  1.3070  -9.0984
C  1.5586  0.7382  -7.9292
C  0.6617  -0.4053  -8.3048
O  -0.3849  -0.3045  -7.3472
C  -0.4501  1.0046  -6.9729
O  -1.3456  1.4846  -6.3365
O  0.6330  1.6979  -7.4239
H  1.6744  1.8299  -9.7944
H  3.0618  2.0436  -8.7447
H  2.8747  0.5241  -9.6370
H  2.2421  0.4607  -7.1199
H  1.1667  -1.3698  -8.2241
H  0.2296  -0.3127  -9.3061
C  2.1400  -6.9019  -0.7014
C  1.2279  -5.7483  -0.3389
C  0.4248  -5.9888  0.9057
O  -0.7455  -5.2151  0.6729
C  -0.9002  -5.1329  -0.6784
O  -1.8871  -4.7296  -1.2245
O  0.2143  -5.5767  -1.3275
H  1.5647  -7.7703  -1.0340
H  2.7894  -6.6203  -1.5344
H  2.7699  -7.1921  0.1427
H  1.8024  -4.8188  -0.2708
H  0.9422  -5.6452  1.8035
H  0.1311  -7.0344  1.0426

- SMILES = O=NOCc1ccc2c(c1)C(=O)C=CC2=O.C[C@@H]1COC(=O)O1.C[C@@H]1COC(=O)O1.C[C@@H]1COC(=O)O1.C[C@@H]1COC(=O)O1
- HOMO (eV) = -9.212
- E_tot (hartree) = -2305.7999
- charge = 0
- frontier orbital gap (Ha) = 0.2973